1.
Density functional theory data (ωB97M-V/def2-TZVPD) for a 2-piece molecular cluster, C6H14NOS overall in a non-equilibrium geometry.

The geometry in XYZ format:
```
23
Properties=species:S:1:pos:R:3:forces:R:3
C -1.080762 0.969943 1.708909 -3.016 1.156 -0.596
C 1.724423 1.732204 -1.687892 -0.324 -0.491 -4.259
C 1.883693 0.249665 -1.308021 1.800 2.117 -1.482
C 0.622997 -0.348345 -0.772323 1.293 -0.527 0.984
C 0.692434 -0.124895 0.728998 0.389 -1.220 -0.337
C -2.232986 -1.301465 0.686249 2.283 -0.586 0.495
N -0.631808 -0.108359 1.240430 -1.796 0.961 0.386
O -3.089080 -0.875770 1.552124 -0.808 0.345 0.258
S -1.531028 -2.848498 1.032045 -0.048 -0.578 -0.842
H -2.260676 1.135548 1.799131 2.749 -0.610 0.303
H -0.491989 1.883668 1.773827 0.247 -0.194 0.397
H 2.611005 2.108846 -2.404559 -2.010 -0.852 1.812
H 0.753710 1.764772 -2.308881 1.464 0.345 0.569
H 1.578158 2.407026 -0.919386 -0.017 1.370 1.828
H 2.136517 -0.131895 -2.306662 0.325 -0.758 0.692
H 2.777554 0.316984 -0.619581 -0.919 -1.254 -0.585
H -0.256840 0.110918 -1.158458 -0.601 0.521 -0.659
H 0.603422 -1.418069 -0.990614 -0.189 -0.003 0.046
H 1.265769 0.734884 1.017836 -0.096 0.932 -0.051
H 1.271650 -0.928827 1.127191 0.141 -0.870 0.554
H -2.195623 -0.946558 -0.358169 -0.677 0.095 0.841
H -3.009566 -1.349349 2.414334 -0.242 0.286 -0.629
H -1.140973 -3.032427 -0.246528 0.054 -0.185 0.275
```
Forces are in eV/Å.

* F_max: 4.3 eV Å⁻¹
* total charge: +1
* ΔE to the lowest compared entry with this formula, charge and spin: 2.728 eV
* Kohn-Sham gap: 10.21 eV
* E_HOMO: -14.25 eV

And the Mulliken charges, in e, turn out to be: C -0.294; C -1.241; C -0.542; C -0.229; C -0.822; C 0.039; N 0.043; O -0.361; S -0.094; H 0.216; H 0.324; H 0.310; H 0.310; H 0.371; H 0.318; H 0.290; H 0.468; H 0.114; H 0.514; H 0.260; H 0.449; H 0.381; H 0.177

2.
Density functional theory data (ωB97M-V/def2-TZVPD) for an isolated ion of composition C7H13BBrNO7P and charge -1 in a non-equilibrium geometry.

The geometry in XYZ format:
```
31
Properties=species:S:1:pos:R:3:forces:R:3
N -3.817358 2.901644 -1.011487 2.199 -0.474 0.798
C -3.053564 1.796310 -0.395673 1.188 -1.261 2.201
O -2.678685 1.844938 0.809584 -1.694 0.251 -3.487
C -2.612817 0.490182 -1.251997 -0.161 1.919 -0.526
C -1.022750 0.715113 -1.567289 -0.728 1.501 0.029
B -0.173232 -0.692694 -1.531427 -0.309 0.172 -0.602
O 1.294454 -0.549491 -1.616650 0.761 0.441 2.275
C 1.659009 -0.119308 -0.287318 0.020 1.270 -0.473
C 3.203651 -0.428077 0.004806 -0.349 0.421 -0.543
C 3.836056 0.544992 1.130702 2.512 -4.174 3.004
O 4.547516 0.071330 2.053038 -3.091 2.717 -4.210
Br 3.500699 2.508204 1.095706 0.043 -0.849 -0.194
C 0.503359 -0.689575 0.697529 -1.418 -1.244 -0.900
P 0.878047 -2.063257 1.935486 1.582 -1.001 1.623
O 2.257664 -2.004587 2.596091 -3.260 -0.443 -1.667
O 0.566287 -3.563690 1.141541 -0.667 2.571 1.825
O -0.356615 -1.946966 3.150533 0.913 0.325 -2.878
O -0.409276 -1.338681 -0.224224 0.571 0.111 1.291
H -3.173926 3.290191 -1.736005 -0.889 -0.544 0.282
H -3.844758 3.637728 -0.280892 -0.061 -0.631 -0.456
H -3.209881 0.481219 -2.244008 0.899 -0.222 1.669
H -2.811089 -0.444893 -0.627781 0.364 1.410 -0.814
H -0.641657 1.509525 -0.810945 -0.536 -1.227 -1.093
H -0.915481 1.191508 -2.602803 -0.251 -0.485 1.275
H -0.481776 -1.370559 -2.463630 -0.520 -0.568 -0.362
H 1.468268 1.010563 -0.278033 0.701 -1.324 0.307
H 3.376938 -1.539249 0.272687 -0.198 2.075 0.079
H 3.760310 -0.256687 -0.995639 -0.912 0.063 1.624
H -0.143360 0.086125 1.234757 1.492 -0.427 -0.424
H -0.423386 -3.634189 1.092649 1.240 0.132 -0.259
H -1.082647 -1.437669 2.710694 0.562 -0.508 0.608
```
Forces are in eV/Å.

* F_max: 5.9 eV Å⁻¹
* total charge: -1
* Kohn-Sham gap: 7.95 eV
* E_HOMO: -5.26 eV

And the Mulliken charges, in e, turn out to be: N -0.665; C 0.323; O -0.588; C -0.192; C -0.632; B 0.962; O -0.847; C 0.186; C -0.495; C 0.456; O -0.482; Br -0.212; C 0.132; P 0.822; O -0.639; O -0.534; O -0.593; O -0.630; H 0.291; H 0.324; H 0.247; H 0.198; H 0.130; H 0.166; H -0.319; H 0.076; H 0.240; H 0.300; H 0.259; H 0.340; H 0.378

3.
Density functional theory data (ωB97M-V/def2-TZVPD) for a 12-piece molecular cluster, C39H111N15O12 overall in a non-equilibrium geometry.

The geometry in XYZ format:
```
177
Properties=species:S:1:pos:R:3:forces:R:3
C 20.479042 19.113323 16.569186 0.001 1.123 -1.650
O 19.747020 17.907375 16.501397 0.243 0.632 -0.016
C 20.565670 16.898935 16.040771 2.573 -2.707 -0.843
C 19.925494 15.452968 15.998949 0.738 1.650 1.385
C 19.460178 15.074160 17.458250 -1.097 0.079 -1.803
N 20.855344 14.459955 15.491945 -0.256 -0.768 0.989
H 21.016427 19.287015 17.467321 0.364 -0.343 1.272
H 19.847814 19.990508 16.401586 -0.477 -0.354 0.238
H 21.238494 19.232319 15.765843 -0.363 -0.586 0.149
H 21.034318 17.083986 15.008136 -0.967 0.172 1.004
H 21.501148 16.702105 16.669082 -0.910 0.759 -0.141
H 19.128520 15.545984 15.297249 -1.038 -0.352 -0.289
H 18.744323 15.803614 17.864135 0.283 -0.057 -0.305
H 20.260745 14.973118 18.159375 0.837 0.026 0.251
H 18.932342 14.122452 17.403282 -0.006 -0.120 0.099
H 21.297994 14.559033 14.609108 -0.253 0.726 -0.995
H 21.601546 14.254211 16.128011 0.192 0.011 0.615
C 10.039424 15.122632 22.164644 3.313 -0.401 -0.936
O 10.196014 14.789662 20.785599 -0.419 1.308 0.174
C 9.994487 13.433315 20.616890 -1.823 -0.078 0.218
C 10.392939 12.970538 19.276879 -2.896 -1.486 -2.833
C 10.275305 11.384362 19.223972 2.110 0.425 -1.786
N 11.667431 13.474664 18.871422 0.745 1.188 -0.303
H 9.107806 14.769774 22.500070 -1.421 0.170 0.755
H 10.315055 16.173776 22.230252 -0.847 0.084 0.330
H 10.864648 14.587513 22.726887 -0.878 0.326 -0.245
H 10.642465 12.963932 21.274531 1.379 -1.391 1.763
H 8.940489 13.145803 20.927483 0.894 0.119 -0.608
H 9.597251 13.295099 18.502729 0.811 -0.048 1.082
H 10.881194 10.855080 18.350836 -1.400 1.590 1.373
H 9.248163 11.027038 19.170555 0.081 0.035 0.390
H 10.857908 11.072172 20.068617 -0.195 -0.742 0.857
H 11.495450 13.687348 17.885901 0.784 0.025 0.075
H 11.823241 14.415679 19.304524 -0.120 -1.089 -0.293
C 10.827931 10.040749 14.616078 -0.231 -0.686 -0.018
O 12.145984 9.780057 15.016384 0.927 -0.332 0.528
C 12.804943 10.822543 15.782529 -2.344 -0.268 -0.265
C 13.877096 10.268094 16.640071 1.078 -2.871 -1.405
C 13.308823 9.205326 17.626593 -0.485 1.784 -1.208
N 14.545305 11.361746 17.211427 0.417 1.169 -0.055
H 10.796871 11.066203 14.235418 -0.261 -0.345 -1.121
H 10.127091 10.132788 15.468820 0.193 -0.651 0.017
H 10.550262 9.132803 13.938330 0.137 2.151 0.917
H 13.070629 11.602568 15.086584 0.601 0.065 0.069
H 12.059201 11.272586 16.484396 0.131 -0.087 -0.354
H 14.631628 9.707705 15.976907 -0.942 0.732 0.731
H 12.585640 8.535808 17.134742 0.193 0.342 0.502
H 12.958942 9.828560 18.431992 -1.129 -0.066 0.441
H 14.099327 8.706633 18.077464 1.555 -1.413 0.521
H 15.471180 11.198512 17.526707 0.858 -0.347 0.226
H 14.002825 11.870178 17.873752 -0.511 0.283 0.651
C 18.142188 11.255416 11.014937 -0.224 1.020 0.081
O 18.094691 12.452987 11.866038 0.750 -1.539 -0.790
C 17.283928 13.430605 11.237136 0.045 1.650 2.894
C 17.585072 14.753368 12.112432 -1.227 -0.966 -1.466
C 16.736506 15.969810 11.664084 -0.667 -1.773 -0.717
N 19.031435 15.032524 12.079245 -1.272 0.094 0.157
H 18.059001 11.631431 9.980174 0.177 -0.518 0.221
H 17.242918 10.678546 11.237838 0.292 -0.327 -0.112
H 19.081213 10.672904 11.123908 -0.638 0.544 0.329
H 17.650438 13.601329 10.253745 -0.114 0.075 -1.230
H 16.231521 13.124160 11.348133 0.190 0.306 -0.548
H 17.212282 14.464060 13.086285 0.364 0.045 0.632
H 15.699965 15.675752 11.394797 0.531 -0.356 0.306
H 17.086143 16.410526 10.733442 0.438 0.425 0.159
H 16.598076 16.641096 12.473671 0.440 1.076 0.549
H 19.460456 14.099884 12.038718 0.257 0.768 -0.406
H 19.113170 15.591951 11.223976 0.834 -0.625 0.278
C 12.875887 17.172780 20.818226 0.838 1.139 0.064
O 13.432986 15.961235 20.445040 0.122 -0.719 -0.483
C 14.840229 15.924269 20.570728 0.080 -0.020 -0.553
C 15.311682 14.554955 20.096740 1.268 1.326 -0.742
C 16.762994 14.305480 20.591774 -1.084 1.079 -0.633
N 15.250522 14.471613 18.610225 -0.264 -1.292 0.182
H 13.121341 17.936696 20.032567 -0.374 -0.246 0.666
H 13.310987 17.520090 21.802462 -0.570 -0.196 -0.743
H 11.806752 17.018511 20.883956 -0.182 0.209 0.044
H 15.343025 16.764345 20.041329 -0.318 -0.407 -0.036
H 15.056923 16.030100 21.621014 0.361 0.074 0.695
H 14.604276 13.909285 20.548322 -0.547 -1.220 0.589
H 17.417950 15.076718 20.130073 -0.291 -0.484 0.343
H 17.067493 13.335999 20.230152 0.358 -0.376 0.258
H 16.770811 14.413308 21.684576 0.298 -0.343 -0.299
H 15.514403 13.492510 18.321221 -0.149 1.382 0.358
H 14.253811 14.511488 18.358807 0.388 0.101 0.057
C 13.882628 21.117978 19.589189 -0.421 0.496 -2.355
O 13.944112 20.486720 18.249940 -0.806 0.691 1.163
C 14.910282 19.490701 18.030174 -1.352 -1.370 1.609
C 14.565253 18.654168 16.789808 -1.668 -0.260 0.120
C 15.685483 17.697049 16.482339 1.841 0.525 1.340
N 14.273340 19.483088 15.629058 -0.595 2.099 -0.456
H 13.798352 20.379277 20.388923 0.361 0.064 -0.051
H 12.945272 21.726642 19.541834 0.711 -0.609 0.167
H 14.714649 21.849777 19.659293 -0.228 -0.721 0.432
H 15.849023 19.902394 17.849248 1.924 1.070 -0.296
H 15.010292 18.876444 18.980827 -0.099 0.187 -1.087
H 13.558407 18.134628 16.942160 1.330 0.325 0.249
H 15.665490 16.747831 17.008477 -0.488 -0.262 -0.045
H 16.631641 18.157931 16.906575 -0.694 -0.378 -0.741
H 15.857048 17.550818 15.429134 -0.171 -0.128 -0.410
H 13.674375 20.283770 15.941007 0.644 -0.971 -0.382
H 15.055302 19.927103 15.106211 -0.310 -0.763 0.913
C 11.048687 16.595754 9.502273 -0.187 1.343 1.474
O 12.138109 17.471181 9.866768 -0.472 -1.025 -0.703
C 12.388937 17.361327 11.262399 1.376 -0.095 -1.303
C 13.249343 18.552455 11.651416 -0.024 0.258 -0.127
C 14.352079 18.958627 10.654584 -1.396 -1.462 -0.724
N 13.954138 18.352238 12.872840 -0.215 0.314 1.075
H 11.233390 15.577384 9.852581 -0.116 -0.006 0.075
H 10.826339 16.591789 8.451453 0.414 0.208 -0.573
H 10.185258 17.075528 10.016842 0.008 -0.930 -0.298
H 11.463505 17.290994 11.783392 -0.877 0.361 0.759
H 12.909034 16.422076 11.492743 0.159 -0.192 -0.033
H 12.549495 19.369761 11.713434 -0.169 0.589 0.456
H 15.057629 18.136049 10.836112 0.705 0.767 -0.321
H 14.648667 19.963742 10.993507 0.430 -0.618 -0.650
H 13.996201 18.827142 9.595065 0.476 0.806 0.919
H 14.576758 17.559063 12.876776 -0.151 0.059 0.245
H 13.625715 18.690720 13.775163 0.111 -0.404 -0.285
C 10.138029 15.887901 16.493326 1.277 -0.508 0.003
O 11.043099 14.806321 16.118629 -0.856 0.173 1.008
C 12.252241 15.298098 15.565892 -1.123 1.564 -0.582
C 13.101440 14.148969 15.054707 -1.668 0.150 -0.755
C 14.335606 14.614154 14.415404 1.699 0.065 -0.144
N 12.336002 13.288662 14.108935 1.064 0.253 2.356
H 9.994740 16.459742 15.574495 -0.479 0.235 0.146
H 10.579660 16.559648 17.274227 -0.127 -0.569 -0.555
H 9.218410 15.454539 16.900137 0.232 0.023 -0.336
H 11.916415 16.009621 14.759894 0.668 -0.610 -0.004
H 12.721052 15.975903 16.298245 0.468 -0.474 0.060
H 13.447585 13.627678 15.914306 -0.172 -1.195 0.869
H 14.864813 13.750785 13.986798 -0.163 0.185 -0.110
H 14.997364 14.969344 15.218969 -0.017 0.422 -0.475
H 14.153767 15.354851 13.638564 0.153 0.166 -0.040
H 12.510818 13.570606 13.172157 -0.772 0.356 -0.786
H 11.416962 13.147716 14.511789 -0.222 0.252 -1.071
C 8.930357 15.362055 12.143821 -0.321 -0.278 -0.478
O 8.896460 14.433271 11.084354 0.539 1.699 0.361
C 9.730323 13.304680 11.223222 -1.474 -0.229 -1.659
C 9.187738 12.541896 9.990357 1.685 -1.193 -1.179
C 9.883219 11.227001 9.558586 -1.615 -1.538 0.265
N 9.171058 13.432251 8.823043 -0.377 1.347 0.008
H 8.708801 14.755646 13.048414 -0.087 1.177 0.055
H 8.248887 16.171831 11.832042 -0.442 -0.632 0.749
H 9.863559 15.914501 12.198699 0.681 -0.444 0.365
H 10.816945 13.477043 11.189796 -0.173 0.250 -0.047
H 9.409884 12.877808 12.138174 0.251 -1.090 1.181
H 8.184325 12.162071 10.113367 -0.552 0.651 0.681
H 9.849586 10.460743 10.392706 0.431 0.945 -0.656
H 10.857673 11.261651 9.092320 0.425 0.372 0.232
H 9.202660 10.744420 8.785827 0.798 0.726 0.703
H 8.761692 14.340363 9.118532 -0.434 -1.132 -0.213
H 10.096347 13.812808 8.669044 0.752 -0.701 -0.273
N 14.658107 9.173617 11.948640 -0.789 -2.730 1.283
C 14.564928 10.361421 11.335474 -0.070 0.273 1.518
N 14.191907 11.353917 12.229833 0.066 -0.124 -1.249
O 14.915725 10.479529 10.181048 0.192 0.837 -1.299
H 14.767029 8.323180 11.387902 0.012 0.890 0.169
H 14.124129 9.008429 12.819262 0.703 0.278 -0.789
H 13.913189 12.231826 11.787099 0.065 -0.017 0.094
H 13.563352 10.987421 12.919899 -0.253 0.365 0.517
N 16.727317 10.872574 14.473402 0.642 1.402 -1.060
C 17.735265 11.226640 15.444879 -3.077 -1.474 -1.394
N 18.759302 11.913671 14.948196 -0.659 -0.259 -1.146
O 17.577633 10.812774 16.571096 0.536 0.282 1.259
H 16.661159 11.479818 13.622453 0.244 -0.778 1.137
H 15.786951 10.666810 14.813983 0.833 0.189 0.321
H 18.810889 12.037674 13.954479 0.063 0.331 -0.164
H 19.469140 12.234422 15.528735 1.352 0.635 0.960
N 14.243252 15.258434 9.259054 0.396 -0.578 0.047
C 14.178687 13.977249 9.674706 0.613 0.184 -1.001
N 14.476067 12.944111 8.882837 0.872 -1.813 -1.535
O 13.877790 13.803073 10.840679 -0.854 -0.463 2.040
H 14.305262 15.634112 8.362989 0.132 0.088 -1.611
H 13.903841 15.857340 9.949923 -0.530 1.227 0.829
H 14.928578 12.953818 7.950851 -0.683 0.723 1.143
H 14.581143 12.008687 9.344341 -0.185 0.851 -0.156
```
Forces are in eV/Å.

* F_max: 4.3 eV Å⁻¹
* SMILES: COC[C@H](C)N.COC[C@H](C)N.COC[C@H](C)N.COC[C@H](C)N.COC[C@H](C)N.COC[C@H](C)N.COC[C@H](C)N.COC[C@H](C)N.COC[C@H](C)N.NC(N)=O.NC(N)=O.NC(N)=O
* ΔE to the lowest compared entry with this formula, charge and spin: 4.556 eV
* Kohn-Sham gap: 9.07 eV
* E_HOMO: -8.46 eV

Atom charges from the Mulliken analysis, given in e for atoms 1 to 99: C -0.872; O -0.155; C -0.940; C 0.961; C -1.348; N -0.546; H 0.371; H 0.248; H 0.319; H 0.292; H 0.254; H -0.048; H 0.237; H 0.415; H 0.318; H 0.222; H 0.242; C -0.859; O -0.189; C -1.144; C 0.988; C -1.288; N 0.069; H 0.392; H 0.228; H 0.349; H 0.473; H 0.371; H 0.046; H 0.083; H 0.418; H 0.375; H -0.419; H 0.094; C -0.455; O -0.439; C 2.330; C -0.450; C -1.692; N -0.136; H -0.030; H 0.284; H 0.243; H -1.134; H -0.213; H 0.488; H 0.238; H 0.351; H 0.488; H 0.338; H 0.020; C -0.622; O -0.316; C -0.804; C 0.841; C -1.370; N -0.550; H 0.368; H 0.064; H 0.266; H 0.823; H 0.030; H -0.243; H -0.110; H 0.597; H 0.372; H 0.375; H 0.385; C -0.575; O 0.046; C -1.012; C 0.420; C -1.492; N 0.192; H -0.007; H 0.346; H 0.223; H 0.153; H 0.562; H 0.370; H 0.199; H 0.406; H 0.458; H -0.106; H -0.235; C -0.687; O -0.400; C -0.817; C 0.978; C -0.284; N -0.593; H 0.250; H 0.249; H 0.276; H 0.726; H 0.025; H -0.341; H -0.168; H 0.348